The following is a DFT calculation (ωB97M-V/def2-TZVPD) of a cluster of 2 separate species, CHClF3N in total at a distorted geometry.

Results
HOMO level: -10.195 eV
Kohn-Sham gap: 10.306 eV
Energy relative to the best compared isomer or geometry (same formula, charge and spin): 330.2 kJ/mol
E_tot: -853.04683 hartree

Each atom is followed by the atoms it is bonded to, with distances in Å.
Cartesian coordinates (Å):
1 C 0.1489 0.7724 -0.2246  F3 1.338, Cl6 1.721, H7 1.016
2 N -0.6648 -0.7877 0.7789  F4 1.374, F5 1.358
3 F 0.4499 1.7701 0.6143  C1 1.338
4 F -1.3878 -1.5280 -0.1254  N2 1.374
5 F 0.5042 -1.4484 0.9794  N2 1.358
6 Cl 1.5146 0.2175 -1.1135  C1 1.721
7 H -0.5650 1.0042 -0.9090  C1 1.016


The following is a DFT calculation (ωB97M-V/def2-TZVPD) of a cluster of 2 separate species, CHClFN in total at a distorted geometry.

Results
HOMO level: -11.822 eV
Kohn-Sham gap: 12.033 eV
Energy relative to the best compared isomer or geometry (same formula, charge and spin): 106.3 kJ/mol
E_tot: -653.46181 hartree

Each atom is followed by the atoms it is bonded to, with distances in Å.
Cartesian coordinates (Å):
1 N -1.6289 0.4083 -0.8210  C2 1.140
2 C -0.7239 1.0947 -0.7277  N1 1.140, F3 1.256
3 F 0.2273 1.9119 -0.6598  C2 1.256
4 Cl 1.3900 -2.1674 0.7282  H5 1.357
5 H 0.7355 -1.2474 1.4803  Cl4 1.357


The following is a DFT calculation (ωB97M-V/def2-TZVPD) of a cluster of 2 separate species, CHClN2 in total at a distorted geometry.

Results
HOMO level (alpha / beta): -9.386 / -9.430 eV
Kohn-Sham gap (alpha / beta): 8.608 / 8.679 eV
Energy relative to the best compared isomer or geometry (same formula, charge and spin): 253.8 kJ/mol
E_tot: -608.23492 hartree

Each atom is followed by the atoms it is bonded to, with distances in Å.
Cartesian coordinates (Å):
1 C 0.5335 -1.0601 0.6994  N2 1.122, H5 1.064
2 N -0.0141 -1.2708 -0.2570  C1 1.122
3 N -1.0368 1.7851 -0.4012  Cl4 1.546
4 Cl -0.3518 1.3494 -1.7167  N3 1.546
5 H 0.8691 -0.8036 1.6755  C1 1.064


The following is a DFT calculation (ωB97M-V/def2-TZVPD) of a cluster of 2 separate species, CHClN2O in total at a distorted geometry.

Results
HOMO level (alpha / beta): -8.244 / -7.903 eV
Kohn-Sham gap (alpha / beta): 8.117 / 7.358 eV
Energy relative to the best compared isomer or geometry (same formula, charge and spin): 217.3 kJ/mol
E_tot: -683.52642 hartree

Each atom is followed by the atoms it is bonded to, with distances in Å.
Cartesian coordinates (Å):
1 C 0.9723 0.1871 0.0622  O4 1.203, Cl5 1.685
2 N -1.5978 -0.5314 -0.0539  N3 1.131, H6 1.154
3 N -0.9715 -1.4680 0.0411  N2 1.131
4 O 0.1836 1.0942 0.0259  C1 1.203
5 Cl 2.6538 0.1525 -0.0437  C1 1.685
6 H -1.2404 0.5656 -0.0316  N2 1.154


The following is a DFT calculation (ωB97M-V/def2-TZVPD) of a cluster of 2 separate species, CHClN2O3 in total at a distorted geometry.

Results
HOMO level: -10.355 eV
Kohn-Sham gap: 8.685 eV
Energy relative to the best compared isomer or geometry (same formula, charge and spin): 147.4 kJ/mol
E_tot: -833.87487 hartree

Each atom is followed by the atoms it is bonded to, with distances in Å.
Cartesian coordinates (Å):
1 O 1.6362 1.3100 0.8717  N2 1.238
2 N 0.8846 0.8233 0.0174  O1 1.238, O3 1.223, C4 1.413
3 O 1.0630 0.9691 -1.1838  N2 1.223
4 C -0.0974 -0.0620 0.5159  N2 1.413, N5 1.186
5 N -0.5520 -0.6812 1.4190  C4 1.186, O6 1.176
6 O -1.2140 -1.3999 2.0728  N5 1.176
7 Cl -1.1362 -1.0633 -1.5939  H8 1.394
8 H -0.5841 0.1040 -2.1190  Cl7 1.394


The following is a DFT calculation (ωB97M-V/def2-TZVPD) of a cluster of 2 separate species, CHClN4OP in total at a distorted geometry.

Results
HOMO level (alpha / beta): -4.025 / -4.018 eV
Charge: -1
Kohn-Sham gap (alpha / beta): 4.471 / 4.463 eV
Energy relative to the best compared isomer or geometry (same formula, charge and spin): 468.6 kJ/mol
E_tot: -1134.43010 hartree

Each atom is followed by the atoms it is bonded to, with distances in Å.
Cartesian coordinates (Å):
1 C -0.7657 0.0932 0.8313  N3 1.342, N4 1.360, P7 1.767
2 N -1.2123 -0.7437 2.7215  N3 1.344, N5 1.351
3 N -1.7666 -0.4648 1.5294  C1 1.342, N2 1.344
4 N 0.3759 0.1467 1.5676  C1 1.360, N5 1.314
5 N 0.0880 -0.3790 2.7366  N2 1.351, N4 1.314
6 O 2.0921 0.3657 -3.4884  H9 0.984
7 P -1.1716 0.2844 -0.8778  C1 1.767, Cl8 2.036
8 Cl 0.4098 1.2960 -1.6666  P7 2.036
9 H 1.9503 -0.5986 -3.3537  O6 0.984


The following is a DFT calculation (ωB97M-V/def2-TZVPD) of an isolated molecule of CHClNO2P at a distorted geometry.

Results
HOMO level: -11.430 eV
Kohn-Sham gap: 9.726 eV
Energy relative to the best compared isomer or geometry (same formula, charge and spin): 115.0 kJ/mol
E_tot: -1045.47103 hartree

Each atom is followed by the atoms it is bonded to, with distances in Å.
Cartesian coordinates (Å):
1 C -0.7975 -0.6904 0.1180  O3 1.225, P5 1.814, Cl6 1.718
2 N 1.6186 0.7022 -0.7446  P5 1.538, H7 0.942
3 O -0.5178 -1.6386 -0.6048  C1 1.225
4 O -0.0492 1.6228 1.2163  P5 1.470
5 P 0.3753 0.6931 0.1600  C1 1.814, N2 1.538, O4 1.470
6 Cl -2.2078 -0.5906 1.0939  C1 1.718
7 H 1.5785 -0.0985 -1.2387  N2 0.942


The following is a DFT calculation (ωB97M-V/def2-TZVPD) of a cluster of 2 separate species, CHClNO2S in total at a distorted geometry.

Results
HOMO level: -14.372 eV
Charge: +1
Kohn-Sham gap: 8.100 eV
Energy relative to the best compared isomer or geometry (same formula, charge and spin): 150.5 kJ/mol
E_tot: -1101.91059 hartree

Each atom is followed by the atoms it is bonded to, with distances in Å.
Cartesian coordinates (Å):
1 C 0.9168 0.1560 -2.1194  O4 1.138, Cl6 1.510
2 N -0.4655 -0.0420 0.7988  S5 1.513, H7 1.070
3 O -1.0344 -0.3862 3.2233  S5 1.423
4 O 0.3009 -0.4057 -1.3443  C1 1.138
5 S -0.0240 -0.2615 2.2287  N2 1.513, O3 1.423
6 Cl 1.6983 1.0472 -3.0543  C1 1.510
7 H -1.3921 -0.1078 0.2673  N2 1.070